C17H38BrIO2P2 | the ωB97M-V functional and the def2-TZVPD basis

The geometry in XYZ format:
```
61
C17H38BrIO2P2 | the Open Molecules 2025 dataset | the ωB97M-V functional and the def2-TZVPD basis
C 4.59147 -2.13520 2.06642
C 5.52954 -1.74377 0.93683
C 4.87662 -0.79289 -0.08184
C 5.23910 0.66987 0.14824
C 4.06641 1.53155 0.59067
C 3.12770 1.91867 -0.53505
C 2.00961 2.83890 -0.04365
C 0.79256 2.07825 0.46585
C -0.23492 2.97249 1.16695
C -1.55632 3.25797 0.42557
C -2.82233 2.84420 1.17929
C -2.84597 1.37857 1.58882
C -3.32499 0.51813 0.41094
C -2.52611 -0.75983 0.16840
P -2.90170 -1.45123 -1.46612
I -2.10686 0.17945 -3.02659
C -4.64379 -1.58715 -1.71763
C -5.37584 -2.39861 -0.66035
O -4.47661 -3.21053 0.11100
P -1.91664 -3.37659 -1.96259
C -0.27687 -2.70823 -2.41415
O -1.61558 -4.03677 -0.49819
H 5.10666 -2.64432 2.87121
H 3.83360 -2.80281 1.69078
H 4.09131 -1.26496 2.47688
H 5.83386 -2.64852 0.42854
H 6.40620 -1.26504 1.34920
H 3.80098 -0.91332 -0.01263
H 5.15961 -1.10289 -1.07917
H 5.64299 1.10438 -0.75994
H 6.02636 0.74155 0.88827
H 4.45445 2.44681 1.02554
H 3.52580 0.99638 1.36536
H 2.67078 1.03373 -0.96895
H 3.70857 2.42376 -1.29701
H 1.68555 3.51615 -0.82465
H 2.40711 3.40395 0.79175
H 1.14748 1.32054 1.16028
H 0.34401 1.56756 -0.37833
H 0.23858 3.92938 1.34358
H -0.42319 2.55740 2.14761
H -1.60437 4.32606 0.26754
H -1.57417 2.77452 -0.54260
H -3.02685 3.51390 2.00346
H -3.66331 2.96099 0.50192
H -3.55661 1.26961 2.39853
H -1.88387 1.04928 1.95275
H -3.25530 1.10981 -0.49402
H -4.36619 0.25322 0.54445
H -1.46270 -0.56697 0.25331
H -2.79477 -1.50034 0.90993
H -4.76849 -1.98578 -2.74883
H -5.02398 -0.57193 -1.73876
H -6.07660 -3.05108 -1.16017
H -5.94369 -1.75547 -0.00194
H -4.56393 -2.96576 1.03190
H 0.44848 -3.48397 -2.24134
H -0.01106 -1.80524 -1.87970
H -0.34710 -2.45665 -3.46359
H -1.55666 -3.41543 0.23514
Br -4.23803 -2.08570 -4.89911
```

Kohn-Sham gap ... 0.240 Ha
DFT total energy ... -119061.388 eV
Molar mass ... 543.25 u
Total charge ... 0
E_HOMO ... -7.2 eV
LUMO energy ... -0.632 eV

***

C17H38BrN2O2 | the ωB97M-V functional and the def2-TZVPD basis

The geometry in XYZ format:
```
60
C17H38BrN2O2 | the Open Molecules 2025 dataset | the ωB97M-V functional and the def2-TZVPD basis
C 4.52382 -1.84467 1.81227
C 3.30914 -1.07075 2.34684
C 2.91852 0.02490 1.37612
C 1.57839 0.67572 1.62927
C 0.47818 -0.35036 1.66409
C 0.66055 -1.63423 2.51301
N 2.11187 -2.04352 2.54781
O 2.34376 -3.15639 2.91979
C -0.19524 -2.80069 1.84597
C 0.19677 -1.32960 3.92883
C 3.60866 -0.45750 3.72038
H 4.90367 -1.54260 0.83940
H 4.33385 -2.91673 1.75559
H 5.33278 -1.78006 2.53965
H 3.16813 -0.17899 0.32949
H 3.72913 0.75851 1.44615
H 1.41313 1.59815 1.07616
H 1.70540 1.02207 2.66428
H 0.40851 -0.54909 0.58851
H -0.48024 0.08718 1.94147
H 0.02941 -3.00185 0.79860
H -1.26937 -2.66346 1.93398
H 0.17429 -3.66868 2.39212
H 0.30910 -2.08738 4.70675
H -0.84160 -1.01020 4.00226
H 0.76511 -0.50118 4.35737
H 4.41773 0.25689 3.56750
H 3.94387 -1.20729 4.43850
H 2.85553 0.13805 4.23409
C -2.60338 2.64651 -3.84073
C -3.04270 1.43411 -3.00723
N -2.00671 0.40662 -2.64971
C -2.56155 -0.56780 -1.65284
C -1.50228 -0.40753 -3.92478
C -2.51213 -1.25544 -4.62065
C -0.66131 1.00643 -2.21338
C -0.80730 1.95903 -0.99831
O -1.73558 1.56983 -0.00404
C -1.76212 2.50647 1.03658
H -2.10917 3.34174 -3.16813
H -3.49929 3.12569 -4.23280
H -2.00573 2.33601 -4.69699
H -3.88369 0.84704 -3.37005
H -3.26412 1.85492 -2.02516
H -3.19477 -0.07581 -0.92162
H -1.76324 -1.11665 -1.15473
H -3.14147 -1.35922 -2.12553
H -0.73115 -1.05144 -3.51002
H -1.16794 0.34294 -4.63712
H -2.79264 -2.09367 -3.97586
H -2.10579 -1.70597 -5.52279
H -3.49585 -0.79539 -4.72259
H -0.38200 1.60414 -3.07719
H 0.02785 0.18103 -2.05875
H -1.26296 2.90380 -1.32194
H 0.10965 2.29693 -0.52088
H -0.82867 2.80889 1.52008
H -2.40954 2.07894 1.80298
H -2.21504 3.46760 0.76883
Br 2.87779 2.94401 -1.09090
```

Kohn-Sham gap ... 0.117 Ha
Relative energy (zero: lowest compared OMol25 entry of this formula, charge and spin) ... 0.000 eV
DFT total energy ... -95351.974 eV
Molar mass ... 382.41 u
Total charge ... +1
E_HOMO ... -9.0 eV
LUMO energy ... -5.771 eV

***

C17H38Cl3N2O4PSc | the ωB97M-V functional and the def2-TZVPD basis

The geometry in XYZ format:
```
66
C17H38Cl3N2O4PSc | the Open Molecules 2025 dataset | the ωB97M-V functional and the def2-TZVPD basis
Sc 0.66379 0.53713 -0.00344
C 3.40156 2.14443 -0.94576
N 3.09921 1.12412 0.08769
C 3.49191 1.70254 1.39410
C 3.93096 -0.06685 -0.18011
C 3.28857 -0.90944 -1.25399
N 1.92326 -1.30284 -0.84529
C 2.00428 -2.37249 0.17485
C 1.22902 -1.85575 -2.03902
H 2.93882 3.09039 -0.67542
H 3.03152 1.84399 -1.92300
H 4.48017 2.30879 -1.00592
H 4.55042 1.97473 1.39513
H 3.31824 0.97882 2.19129
H 2.89872 2.59170 1.59005
H 4.03034 -0.64054 0.73909
H 4.93571 0.23166 -0.48757
H 3.89227 -1.79643 -1.44828
H 3.21899 -0.34534 -2.18329
H 2.66559 -3.17576 -0.16011
H 1.00742 -2.77518 0.33934
H 2.38334 -1.98449 1.12375
H 1.82960 -2.64951 -2.49280
H 1.06998 -1.06455 -2.77205
H 0.26729 -2.26538 -1.74245
C -2.80930 -0.04044 0.74878
C -1.35950 0.07942 0.55062
O -0.80927 -0.65599 -0.32244
H -3.24632 0.71471 0.08856
H -3.10654 0.21676 1.76403
H -3.17513 -1.02370 0.44570
Cl -1.52414 4.50814 -1.49973
C 0.20759 4.27589 -1.20341
Cl 1.10022 4.49392 -2.70922
Cl 0.78156 5.41382 0.00744
C 0.41230 2.81305 -0.71720
O 0.32488 1.87477 -1.57794
O 0.68637 2.56227 0.48173
C -1.68155 3.03136 2.58048
O -2.04870 2.79952 1.22041
H -2.55747 3.11481 3.22512
H -1.07409 3.93269 2.68443
H -1.09306 2.17467 2.89622
H -2.56014 3.55179 0.90753
C -3.26769 -4.68800 2.17979
C -2.16546 -3.67552 1.86258
P -1.47545 -3.67238 0.14731
C -0.93388 -5.44001 0.04685
C -0.08625 -5.71633 -1.19946
C -3.01776 -3.72750 -0.87875
C -2.80535 -3.12425 -2.27420
H -3.59612 -4.57303 3.21490
H -2.91475 -5.71364 2.06163
H -4.14123 -4.54997 1.54124
H -1.30986 -3.84002 2.52395
H -2.51953 -2.66051 2.06606
H -1.80745 -6.09348 0.05969
H -0.34857 -5.65633 0.94532
H -0.62004 -5.45473 -2.11772
H 0.17736 -6.77344 -1.26327
H 0.84539 -5.14286 -1.17515
H -3.79409 -3.16382 -0.35596
H -3.36043 -4.75983 -0.95550
H -2.41974 -2.10414 -2.20215
H -3.74351 -3.09253 -2.83266
H -2.09317 -3.71141 -2.86012
```

Kohn-Sham gap ... 0.285 Ha
Relative energy (zero: lowest compared OMol25 entry of this formula, charge and spin) ... 2.060 eV
DFT total energy ... -96968.725 eV
Molar mass ... 516.79 u
Total charge ... +1
E_HOMO ... -10.7 eV
LUMO energy ... -2.941 eV

***

What is the formula in the second record? C17H38BrN2O2

***

The lowest DFT total energy belongs to which entry? C17H38BrIO2P2